1.
CH3O2Si | ωB97M-V/def2-TZVPD

```
7
Properties=species:S:1:pos:R:3:forces:R:3
C -0.350293 0.635298 -0.997456 -0.50 -4.15 -2.74
O -0.551483 -0.752266 -1.460842 0.75 4.95 2.22
O -0.547227 1.644864 -1.665278 0.30 -0.91 1.20
Si 0.232429 -0.174669 0.626106 2.39 -0.41 -1.46
H -0.917420 -0.596316 1.254864 -1.95 -0.65 1.29
H 1.181590 -1.470215 0.553870 -0.71 1.49 0.02
H 0.952405 0.713303 1.688736 -0.29 -0.32 -0.53
```
Forces are in eV/Å.

Results
* calculated total energy: -13058.0160 eV
* largest force on an atom: 5.5 eV/A
* energy relative to the best compared isomer or geometry (same formula, charge and spin): 92.7 kJ/mol
* total charge: -1

2.
C4H11PS | ωB97M-V/def2-TZVPD

```
17
Properties=species:S:1:pos:R:3:forces:R:3
C 1.931178 -0.895740 0.753676 -1.81 2.37 0.69
C 0.563582 -0.264556 -1.829053 -0.43 -1.03 1.94
C 0.317309 1.572066 0.661355 0.73 -0.90 -0.43
C -1.388394 -0.980040 0.496805 -0.19 2.36 -4.21
P 0.513358 -0.169719 0.082258 -1.50 -0.24 -0.67
S -2.871625 0.419163 0.516833 2.22 -1.60 -0.22
H 1.726039 -0.670865 1.821331 0.66 0.17 -0.05
H 1.916689 -1.937133 0.713402 0.20 -1.93 -0.63
H 0.912699 0.613968 -2.368998 1.01 -0.17 0.48
H 1.200732 -1.222763 -1.804312 -0.95 1.52 -1.19
H -0.458789 -0.330562 -2.240013 0.33 -0.82 0.37
H 1.307448 2.020894 0.757292 -0.14 -0.05 -0.01
H -0.318071 2.159947 0.031143 -0.04 0.28 -0.75
H -0.208581 1.566350 1.584494 -0.16 -0.14 1.10
H -1.417353 -1.442453 1.422445 0.08 -0.94 1.71
H -1.650128 -1.673542 -0.401529 0.51 1.07 1.84
H -2.076099 1.234978 -0.197133 -0.52 0.06 0.04
```
Forces are in eV/Å.

Results
* calculated total energy: -24447.3296 eV
* SMILES: C=P(C)(C)CS
* largest force on an atom: 4.8 eV/A
* energy relative to the best compared isomer or geometry (same formula, charge and spin): 293.5 kJ/mol

3.
CH4N2S3 | ωB97M-V/def2-TZVPD

```
10
Properties=species:S:1:pos:R:3:forces:R:3
C 0.179938 0.595994 0.320664 -0.75 0.21 0.88
H -2.597419 0.102341 -0.799216 -0.13 0.41 0.45
H -0.132648 1.611472 -1.203241 -0.40 1.98 -1.34
H 0.295781 -0.654113 1.813936 0.22 0.08 0.47
H 2.310374 -1.433258 0.123769 0.79 0.36 0.09
N -0.302940 0.686601 -0.963636 0.76 -0.34 1.19
N 0.270193 -0.652274 0.815888 -0.04 -1.26 0.74
S -1.602035 -0.153816 -1.645911 0.57 -0.58 -0.50
S 0.474670 1.856915 1.393999 -0.16 -0.31 -1.31
S 1.104085 -1.959863 0.143748 -0.87 -0.55 -0.68
```
Forces are in eV/Å.

Results
* calculated total energy: -36586.6182 eV
* SMILES: S=C(NS)NS
* largest force on an atom: 2.4 eV/A
* energy relative to the best compared isomer or geometry (same formula, charge and spin): 44.5 kJ/mol

4.
C35H36GeN5OPRuS2 | ωB97M-V/def2-TZVPD

```
82
Properties=species:S:1:pos:R:3:forces:R:3
Ru 0.447824 0.887540 -0.656514 1.04 -0.71 -1.15
C -2.174494 3.897319 0.820875 0.17 -0.08 -0.02
C -1.023710 2.965833 0.586114 0.80 1.24 0.97
N -1.200865 1.835771 -0.143855 0.54 -0.42 -0.51
N -2.391591 1.428962 -0.518015 -1.19 -0.66 -0.29
C -2.356757 0.394039 -1.360258 1.17 1.09 0.51
O -1.246256 -0.032009 -1.866842 -0.20 0.20 0.06
C -3.596529 -0.305206 -1.639176 -0.98 -0.48 -0.32
C -4.794022 0.052832 -1.007167 0.42 0.08 -0.15
C -5.922365 -0.720189 -1.163921 -0.28 -0.20 -0.05
C -5.896406 -1.856069 -1.964490 0.05 0.08 -0.02
C -4.727894 -2.190180 -2.633907 -0.38 -0.21 -0.01
C -3.593282 -1.428809 -2.475801 0.33 0.48 0.20
C 0.299523 3.166490 1.036635 -2.02 -1.40 -1.07
C 0.640668 4.336495 1.766865 0.53 1.18 0.51
C 1.886350 4.946783 1.962504 -0.76 0.26 0.05
C 3.109085 4.563394 1.495848 0.45 -0.11 -0.21
C 3.350467 3.297835 0.761455 -0.07 -0.39 0.09
N 1.162082 2.155628 0.718970 -0.28 0.01 -0.16
H -3.081456 3.424511 0.448622 0.01 0.10 0.06
H -2.024273 4.840769 0.291698 -0.08 0.06 0.00
H -2.294890 4.115597 1.883331 -0.09 0.05 0.03
H -4.803912 0.937923 -0.390917 0.00 0.03 0.13
H -6.834133 -0.452123 -0.647818 -0.07 0.06 0.02
H -6.779646 -2.469328 -2.071211 -0.08 -0.04 -0.01
H -4.704825 -3.061210 -3.274161 0.02 -0.07 -0.03
H -2.680414 -1.697907 -2.984108 0.10 -0.02 0.01
H -0.208595 4.891620 2.144587 0.01 -0.04 0.08
H 1.844288 5.880067 2.516794 0.03 0.00 0.00
H 3.962935 5.209056 1.653407 -0.03 0.14 0.09
H 4.399042 3.001254 0.852130 0.01 0.08 -0.04
S 0.773690 2.127353 -3.008824 0.03 -0.27 0.53
C 1.991937 1.096600 -3.640344 0.02 -0.42 1.58
C 2.289816 1.277470 -5.000928 0.32 0.07 -1.11
N 2.541899 1.454051 -6.109514 -0.01 0.00 -0.15
C 2.724486 0.165478 -2.921840 -0.93 1.04 -0.05
S 2.570672 -0.101583 -1.222434 -0.78 0.57 0.31
C 3.681484 -0.638430 -3.551552 0.75 -0.55 -0.53
N 4.464607 -1.337963 -4.025645 0.12 -0.03 -0.08
C 4.269911 2.544032 4.077286 -0.59 -0.14 -0.34
Ge 2.510370 1.956488 3.314823 0.14 -0.26 0.24
C 1.093918 2.788700 4.462491 0.44 -0.21 -0.47
C 2.369221 0.001877 3.706156 0.03 0.55 -0.16
C 2.470268 2.144176 1.264114 1.03 -0.19 0.93
H 4.289157 2.307700 5.137507 -0.02 -0.07 0.16
H 4.412407 3.613224 3.962320 -0.02 0.18 -0.05
H 5.097326 2.033264 3.596417 0.13 -0.12 -0.11
H 1.158835 2.357835 5.458419 0.08 -0.16 0.12
H 0.103324 2.588574 4.068027 -0.16 -0.04 -0.12
H 1.222030 3.861728 4.544117 0.06 0.16 -0.03
H 2.661145 -0.198036 4.734213 0.03 0.03 0.15
H 3.009996 -0.581951 3.051345 0.11 -0.05 -0.11
H 1.347232 -0.339490 3.570815 -0.14 -0.02 -0.03
H 2.941152 1.206320 0.936877 -0.07 0.32 0.21
H 3.136698 3.420323 -0.309945 0.09 -0.02 -0.04
C 0.693736 -2.323686 1.379866 -0.02 0.24 -0.30
P -0.088699 -1.659639 -0.158477 0.46 -0.73 0.75
C -1.634397 -2.626066 -0.003674 0.03 0.22 -0.05
C -2.655557 -2.103876 0.782696 0.09 0.03 -0.04
C -3.801504 -2.839566 1.016009 -0.11 -0.10 0.14
C -3.927882 -4.110913 0.481087 -0.06 -0.05 -0.01
C -2.921508 -4.630022 -0.315189 -0.07 -0.14 0.00
C -1.778042 -3.892479 -0.558690 0.12 0.04 0.00
C 0.788681 -2.582271 -1.468273 -0.08 -0.01 -0.09
C 1.891447 -3.391652 -1.210010 -0.22 0.06 0.02
C 2.576947 -3.993618 -2.249089 0.06 -0.12 -0.07
C 2.174366 -3.806607 -3.559706 -0.07 -0.05 0.04
C 1.080540 -2.999005 -3.825268 0.06 -0.11 -0.12
C 0.397048 -2.386291 -2.792952 -0.04 0.02 0.14
H 0.679342 -3.411465 1.406787 0.07 -0.07 0.01
H 0.116201 -1.942065 2.220603 -0.01 0.02 0.03
H 1.708907 -1.938003 1.453939 0.10 -0.07 0.09
H -2.547375 -1.113336 1.206746 -0.03 0.10 0.00
H -4.596972 -2.430823 1.622075 -0.05 0.07 0.05
H -4.804223 -4.705517 0.692856 -0.15 0.00 -0.04
H -3.023906 -5.618487 -0.742850 0.00 -0.06 -0.01
H -0.982046 -4.309163 -1.160877 -0.02 0.00 -0.06
H 2.245522 -3.531770 -0.201232 0.03 -0.02 0.11
H 3.442340 -4.600489 -2.031983 0.12 -0.08 0.02
H 2.715666 -4.274735 -4.367115 0.09 0.01 -0.08
H 0.774097 -2.827969 -4.846500 -0.04 0.04 -0.10
H -0.420255 -1.714912 -3.006350 -0.07 0.05 -0.03
```
Forces are in eV/Å.

Results
* calculated total energy: -136433.7571 eV
* spin multiplicity: 6
* largest force on an atom: 2.7 eV/A
* total charge: -1